Density functional theory data (the ωB97M-V functional and the def2-TZVPD basis) for C18H37CrOP3Se as an isolated structure in a non-equilibrium geometry.

XYZ file:
```
61
C18H37CrOP3Se, DFT the ωB97M-V functional and the def2-TZVPD basis
Cr -0.0119 0.1563 1.1207
P 0.2251 1.7842 2.6289
P -2.3840 0.1799 1.1593
P 2.1296 -0.5108 1.1514
H -1.6587 -3.4911 -5.2138
C -0.9112 -4.1411 -4.7408
C -0.7282 -4.1672 -3.3786
H -1.3591 -3.6326 -2.6168
C 0.3694 3.3746 1.7862
C -1.1365 2.0153 3.8120
C 1.6916 1.7328 3.7116
C -2.9158 -0.8114 -0.2619
C -3.3569 -0.4290 2.5837
C -3.0614 1.8793 0.8367
C 2.3469 -1.6848 -0.2265
C 3.0171 -1.2591 2.5639
C 3.1888 0.9318 0.6582
H -0.3097 -4.7371 -5.4722
H 0.1241 -4.7255 -2.9705
H 0.4664 4.1369 2.5571
H -0.5125 3.5789 1.1759
H 1.2543 3.3882 1.1471
H -0.8344 2.8448 4.4648
H -1.2708 1.1080 4.4166
H -2.0753 2.2711 3.3045
H 1.5776 2.5624 4.4247
H 2.6067 1.8767 3.1228
H 1.7325 0.7767 4.2547
H -3.9687 -0.6641 -0.5242
H -2.7769 -1.8714 -0.0310
H -2.3233 -0.6018 -1.1566
H -4.4382 -0.2282 2.5123
H -3.0039 0.0206 3.5208
H -3.2233 -1.5127 2.6903
H -4.1592 1.8242 0.7458
H -2.6404 2.2931 -0.0971
H -2.8322 2.5946 1.6449
H 3.4237 -1.7839 -0.4242
H 1.8281 -1.3815 -1.1486
H 1.9372 -2.6589 0.0755
H 3.8535 -1.8842 2.2000
H 2.3180 -1.8889 3.1413
H 3.4146 -0.4861 3.2437
H 4.1505 0.5469 0.2672
H 3.3951 1.6045 1.5114
H 2.6702 1.5277 -0.1254
C 0.2257 0.9176 -2.9220
C -0.1251 -0.4327 -2.9971
C 0.2058 -1.1329 -4.1435
C 0.7212 -0.5224 -5.2816
C 0.9024 0.8696 -5.2717
C 0.6031 1.6026 -4.1089
Se 0.1939 1.7754 -1.1414
H -0.0869 0.2614 -0.7147
H -0.6196 -0.9728 -2.1755
H -0.0233 -2.1797 -4.0793
H 0.9597 -1.1277 -6.1618
H 1.2705 1.3180 -6.2001
H 0.6652 2.6936 -4.1116
O -0.4032 -2.2270 2.9906
C -0.3181 -1.3010 2.2728
```

Its expectation value of S² is 3.83. For the HOMO energy (spin up / spin down), the calculation gives -16.323 / -16.329 eV. The HOMO-LUMO gap (spin up / spin down) is 3.688 / 4.124 eV. As for the energy above the lowest of the compared OMol25 structures with the same formula, charge and spin: 6.12 kcal per mole. The spin multiplicity is 4. Its total charge is +3.


Density functional theory data (the ωB97M-V functional and the def2-TZVPD basis) for C37H73B2BrCl18FI2N4O7S as an isolated structure in a non-equilibrium geometry.

XYZ file:
```
146
C37H73B2BrCl18FI2N4O7S, DFT the ωB97M-V functional and the def2-TZVPD basis
C -1.5739 -4.0372 -1.3676
C -0.2504 -3.3304 -1.1908
C 0.4856 -3.8053 0.0304
F -0.4104 -4.3430 0.8829
N 1.3559 -2.8558 0.7565
C 1.7874 -3.6240 1.9851
C 0.9690 -3.4766 3.2650
O 0.0559 -4.0855 3.5564
Br 1.6468 -2.1799 4.5647
C 0.8269 -1.4958 1.0656
B -0.7083 -1.2334 1.5151
O -1.8264 -1.0923 0.7555
N -0.8891 -1.0738 2.9282
C -0.2813 0.1541 3.4464
C -2.2902 -1.1046 3.3223
C 1.1805 -0.4813 -0.0637
C 0.4698 0.8280 0.0932
C 1.2092 1.8983 -0.7607
C 0.2315 2.8161 -1.5226
S -0.6144 3.9348 -0.4397
O -0.1278 3.8911 0.8632
O -0.5783 5.1759 -1.0363
O -2.1623 3.5271 -0.4996
O 2.5773 -0.2406 0.1115
C 3.4226 -1.3763 0.0059
B 4.4855 -1.4101 1.2407
O 5.7802 -1.7326 0.9481
N 4.0641 -1.1663 2.6130
C 4.8261 -2.1003 3.4618
C 4.5409 0.1746 3.0371
C 4.3019 -1.1510 -1.2590
I 4.5393 -2.5833 -2.8235
C 4.9525 -0.0802 -1.4756
C 5.8085 0.1525 -2.6612
I 4.9506 1.5773 -0.1957
C 2.6691 -2.7212 -0.1329
N 3.4886 -3.8232 -0.1572
H -1.4734 -5.0925 -1.2388
H -2.3475 -3.6356 -0.7534
H -1.8748 -3.8663 -2.3776
H -0.4194 -2.2809 -1.2511
H 0.3294 -3.6037 -2.0514
H 1.0433 -4.6596 -0.2719
H 1.7782 -4.6571 1.7419
H 2.7933 -3.4051 2.2713
H 1.4088 -1.1652 1.9002
H -2.3957 -1.8841 0.6696
H -0.4462 0.1898 4.5053
H -0.7469 1.0365 3.0336
H 0.7769 0.1616 3.3275
H -2.7749 -0.1944 3.0110
H -2.8000 -1.9570 2.9294
H -2.3745 -1.1527 4.3884
H 1.0262 -0.8597 -1.0629
H -0.5129 0.8070 -0.3079
H 0.5061 1.2177 1.0861
H 1.7720 2.5374 -0.1192
H 1.7869 1.4487 -1.5370
H -0.4612 2.2309 -2.0906
H 0.7940 3.3709 -2.2370
H -2.4696 3.2866 0.3857
H 5.9620 -2.6663 1.0578
H 4.6308 -3.1254 3.2043
H 4.4660 -1.9933 4.4621
H 5.8786 -1.8826 3.4816
H 3.9242 0.9261 2.5968
H 4.5129 0.2117 4.1018
H 5.5572 0.3536 2.7355
H 6.5537 -0.6045 -2.7349
H 5.1894 0.1933 -3.5339
H 6.3371 1.0745 -2.5709
H 2.3022 -2.6483 -1.1394
H 4.1098 -4.0095 0.6084
H 3.2157 -4.6074 -0.7158
Cl -5.0673 3.8781 5.0768
C -4.2930 5.4815 4.9251
C -5.1813 6.6055 5.3687
Cl -6.5787 6.8836 4.2852
H -3.9857 5.6017 3.8966
H -3.4015 5.4614 5.5465
H -4.6042 7.5273 5.3739
H -5.5736 6.4393 6.3674
Cl 1.4249 -7.1088 0.9946
C -0.2777 -7.6040 1.2567
C -0.4017 -9.0863 1.4712
Cl -0.0388 -10.0050 -0.0092
H -0.8579 -7.2738 0.4007
H -0.6300 -7.0687 2.1360
H -1.4235 -9.3266 1.7557
H 0.2647 -9.4332 2.2554
Cl -3.9783 6.1168 -5.1000
C -4.4229 4.8440 -3.9359
C -3.2184 4.1148 -3.4057
Cl -2.4600 3.1294 -4.6706
H -5.1151 4.1663 -4.4275
H -4.9461 5.3310 -3.1225
H -3.5076 3.4353 -2.6078
H -2.4705 4.8008 -3.0134
Cl 5.3784 4.6528 1.3794
C 6.6364 5.5632 0.4991
C 8.0009 4.9541 0.6730
Cl 8.6087 5.1318 2.3375
H 6.6082 6.5908 0.8476
H 6.3598 5.5496 -0.5531
H 8.7103 5.4569 0.0193
H 7.9971 3.8957 0.4280
Cl 8.5251 1.5134 -4.5638
C 9.7470 0.2144 -4.5069
C 9.5133 -0.8313 -5.5626
Cl 8.0418 -1.7883 -5.2452
H 9.7319 -0.2165 -3.5102
H 10.7157 0.6829 -4.6652
H 10.3476 -1.5290 -5.5789
H 9.4175 -0.3885 -6.5490
Cl -9.4340 4.4558 0.2455
C -10.1574 5.5441 1.4768
C -9.8649 5.1860 2.9162
Cl -10.6493 3.6567 3.3881
H -11.2252 5.5348 1.2820
H -9.7767 6.5447 1.2825
H -10.2609 5.9624 3.5671
H -8.8008 5.0877 3.1122
Cl -4.3891 -1.8941 0.3281
C -6.0744 -2.3473 0.7244
C -6.3777 -3.7758 0.3684
Cl -6.3940 -4.0317 -1.3965
H -6.7116 -1.6328 0.2231
H -6.2014 -2.1988 1.7951
H -7.3641 -4.0427 0.7406
H -5.6519 -4.4595 0.7992
Cl -6.8902 0.6051 -0.2574
C -7.2390 1.6203 -1.6686
C -6.7915 0.9636 -2.9459
Cl -5.0176 0.8571 -3.0593
H -6.7560 2.5797 -1.5184
H -8.3151 1.7794 -1.6889
H -7.1348 1.5467 -3.7976
H -7.1903 -0.0427 -3.0347
Cl 2.5185 -0.1475 -4.5635
C 1.5340 -1.5737 -4.9620
C 0.0891 -1.2209 -5.1025
Cl -0.6156 -0.7826 -3.5311
H 1.6920 -2.3237 -4.1907
H 1.9140 -1.9672 -5.9027
H -0.4731 -2.0748 -5.4757
H -0.0572 -0.3915 -5.7877
```

For the HOMO energy, the calculation gives -10.796 eV. The HOMO-LUMO gap is 8.663 eV. The spin multiplicity is 1. Its total charge is +1.


Density functional theory data (the ωB97M-V functional and the def2-TZVPD basis) for a 2-piece molecular cluster, C3H10NS2 overall in a non-equilibrium geometry.

XYZ file:
```
16
C3H10NS2, DFT the ωB97M-V functional and the def2-TZVPD basis
C 0.9555 -2.1383 1.5146
C -0.0237 -0.9991 1.3031
S -0.4340 -0.8300 -0.4746
S -2.3987 -0.1087 -0.2326
H 1.8795 -1.9500 0.9709
H 0.5470 -3.0934 1.1903
H 1.2074 -2.2255 2.5683
H 0.3939 -0.0658 1.6855
H -0.9685 -1.1621 1.8199
H -2.8247 -0.5628 -1.4146
C 0.3188 2.2448 -2.1097
N 0.1528 2.2152 -0.8564
H 0.8431 3.0621 -2.5856
H -0.1162 1.4359 -2.6819
H -0.2101 1.3279 -0.4375
H 0.6780 2.8497 -0.2597
```

For the HOMO energy, the calculation gives -12.458 eV. The HOMO-LUMO gap is 7.316 eV. As for the energy above the lowest of the compared OMol25 structures with the same formula, charge and spin: 29.35 kcal per mole. The spin multiplicity is 1. Its total charge is +1.


Density functional theory data (the ωB97M-V functional and the def2-TZVPD basis) for a 6-piece molecular cluster, C12H36O6S6 overall in a non-equilibrium geometry.

XYZ file:
```
60
C12H36O6S6, DFT the ωB97M-V functional and the def2-TZVPD basis
C 4.2714 5.3543 -1.3960
S 4.7056 5.5147 -3.2150
O 3.3448 5.5495 -3.9209
C 5.3166 7.2256 -3.1821
H 3.3546 5.9076 -1.1921
H 5.0959 5.7981 -0.8381
H 3.9307 4.3481 -1.1520
H 5.6355 7.4012 -4.2095
H 6.2351 7.3936 -2.6197
H 4.6362 8.0586 -3.0048
C -1.9695 0.5436 8.6098
S -2.5450 1.5930 7.1719
O -3.7212 0.7943 6.5737
C -3.3005 3.0226 8.0845
H -2.1138 -0.4805 8.2656
H -2.5844 0.7593 9.4835
H -0.9346 0.7628 8.8726
H -2.6701 3.5057 8.8311
H -4.2142 2.6832 8.5724
H -3.5627 3.8192 7.3882
C 3.0048 -0.6558 -4.5862
S 3.8148 -1.9093 -5.7455
O 5.2589 -1.7007 -5.3532
C 3.2755 -3.4168 -4.7630
H 3.1847 0.3331 -5.0079
H 3.5788 -0.6905 -3.6602
H 1.9431 -0.8580 -4.4445
H 3.8712 -4.2956 -5.0100
H 2.2118 -3.6170 -4.8921
H 3.4669 -3.1001 -3.7378
C 2.1387 -1.3917 0.8085
S 1.3640 -0.7984 2.4391
O 0.8703 0.5786 2.0211
C -0.1805 -1.8799 2.2464
H 1.4652 -1.1387 -0.0103
H 2.4779 -2.4089 1.0042
H 2.9792 -0.7389 0.5728
H 0.0406 -2.8935 1.9120
H -0.8201 -1.4057 1.5021
H -0.7690 -1.8795 3.1638
C -3.1821 -6.1428 -1.1479
S -1.6801 -5.9919 -2.2448
O -0.3272 -6.0092 -1.4785
C -1.8041 -7.6300 -3.0064
H -3.5912 -5.2627 -0.6517
H -2.9996 -6.9534 -0.4424
H -4.1273 -6.5256 -1.5326
H -1.0758 -7.7111 -3.8134
H -2.8392 -7.7166 -3.3367
H -1.6829 -8.4046 -2.2492
C -3.2555 2.1936 -1.7964
S -4.4296 3.1395 -0.8119
O -5.7610 2.6979 -1.3306
C -4.0695 2.2781 0.8250
H -3.0570 2.6795 -2.7517
H -3.6911 1.2544 -2.1373
H -2.3529 2.0227 -1.2096
H -4.8415 2.5813 1.5323
H -3.0989 2.6143 1.1897
H -4.2210 1.1987 0.8118
```

For the HOMO energy, the calculation gives -8.789 eV. The HOMO-LUMO gap is 9.025 eV. As for the energy above the lowest of the compared OMol25 structures with the same formula, charge and spin: 60.00 kcal per mole. The spin multiplicity is 1.


Density functional theory data (the ωB97M-V functional and the def2-TZVPD basis) for C35H26AgCl2N3P2S2Se as an isolated structure in a non-equilibrium geometry.

XYZ file:
```
72
C35H26AgCl2N3P2S2Se, DFT the ωB97M-V functional and the def2-TZVPD basis
Ag 1.8475 1.2242 1.7772
Cl 4.2529 1.1507 0.1859
C 4.8416 1.9393 1.6402
Cl 3.7697 3.2979 2.0206
H 5.8457 2.3164 1.4667
H 4.7906 1.2134 2.4545
S 2.8804 -0.4799 3.4796
C 1.4578 -0.7758 4.4042
C 1.5084 -1.8614 5.2759
C 0.4215 -2.2775 6.0387
C 0.5528 -3.3668 6.9065
N 0.6868 -4.2582 7.6261
C -0.7991 -1.5737 5.9193
C -0.8337 -0.4485 5.1037
C 0.2571 -0.0061 4.3599
S 0.0016 1.4635 3.4850
C -1.9608 -2.0068 6.5673
N -2.9337 -2.3754 7.0636
H 2.4388 -2.4061 5.3627
H -1.7524 0.1156 5.0250
C -0.7135 0.0727 -1.6750
P 0.2323 0.6872 -0.1740
C -0.8868 2.0784 0.2214
C -2.2507 1.8888 0.4078
C -3.0648 2.9291 0.8118
C -2.5146 4.1816 1.0305
C -1.1782 4.4122 0.7787
C -0.3519 3.3825 0.3341
C -0.1492 -0.7717 0.8776
C 0.8323 -1.7619 0.8086
C 0.7318 -2.9119 1.5675
C -0.3604 -3.0890 2.4006
C -1.3423 -2.1151 2.4687
C -1.2377 -0.9554 1.7197
P 0.2380 -1.2441 -2.5682
C -1.1510 -1.8011 -3.6317
C -1.7884 -0.9423 -4.5311
C -2.8560 -1.3895 -5.2790
C -3.3118 -2.6933 -5.1447
C -2.6828 -3.5544 -4.2550
C -1.6096 -3.1104 -3.5067
C 1.1008 -0.1936 -3.7922
C 1.6085 1.0581 -3.4657
C 2.2462 1.8278 -4.4216
C 2.3878 1.3540 -5.7152
C 1.9198 0.0902 -6.0384
C 1.2920 -0.6829 -5.0818
H -0.9220 0.9154 -2.3426
H -1.6525 -0.3864 -1.3457
H -2.6845 0.9152 0.2215
H -4.1201 2.7481 0.9692
H -3.1339 4.9870 1.3999
H -0.7588 5.3939 0.9190
H 1.4288 2.6839 -0.2090
H 1.6948 -1.5995 0.1701
H 1.5179 -3.6526 1.5315
H -0.4312 -3.9713 3.0204
H -2.1858 -2.2364 3.1350
H -1.9694 -0.1741 1.8500
H -1.4353 0.0721 -4.6504
H -3.3455 -0.7191 -5.9713
H -4.1606 -3.0338 -5.7206
H -3.0370 -4.5713 -4.1470
H -1.1137 -3.7781 -2.8138
H 1.5036 1.4408 -2.4590
H 2.6197 2.8054 -4.1543
H 2.8689 1.9626 -6.4692
H 2.0337 -0.2908 -7.0446
H 0.9244 -1.6678 -5.3371
Se 1.1877 6.3427 -0.4492
C 1.7791 4.5965 -0.3869
N 0.9785 3.5864 -0.0250
```

For the HOMO energy, the calculation gives -0.636 eV. The HOMO-LUMO gap is 4.322 eV. As for the energy above the lowest of the compared OMol25 structures with the same formula, charge and spin: 34.67 kcal per mole. The spin multiplicity is 1. Its total charge is -2.


Density functional theory data (the ωB97M-V functional and the def2-TZVPD basis) for C4H5N3 as an isolated structure in a non-equilibrium geometry.

XYZ file:
```
12
C4H5N3, DFT the ωB97M-V functional and the def2-TZVPD basis
N 1.0856 0.3057 2.6909
C 0.7069 0.2122 1.5925
C -0.8193 -0.1508 0.2853
C -0.5761 1.0234 -0.6278
N 0.6325 0.6274 -1.3429
C 0.8593 -0.5798 -1.0097
N -0.1834 -1.2109 -0.2932
H -1.7920 -0.3307 0.7644
H -1.3854 1.4021 -1.2709
H -0.3046 1.7998 0.0762
H 1.7861 -1.1086 -1.1936
H -0.0096 -1.9898 0.3287
```

For the HOMO energy, the calculation gives -10.042 eV. The HOMO-LUMO gap is 9.729 eV. As for the energy above the lowest of the compared OMol25 structures with the same formula, charge and spin: 82.76 kcal per mole. The spin multiplicity is 1.